1.
Density functional theory data (ωB97M-V with the def2-TZVPD basis set) for an isolated ion of composition C31H32N5O2 and charge +1 at a distorted geometry.

Values from the calculation:
Strongest force on any atom, eV Å⁻¹: 3.11
Energy relative to the best compared isomer or geometry (same formula, charge and spin), eV: 1.524
SMILES string: COc1ccc2[nH]c[n+]([C@H](/C=C/N3[C@H](Cc4ccccc4)C(=O)N(C)C3(C)C)c3ccc(C#N)cc3)c2c1
Net charge: +1
Electronic energy, eV: -44203.725

Cartesian coordinates (Å):
C1 4.0425 -4.5958 8.2582
O1 3.9084 -5.7156 7.3203
C2 3.3279 -5.4290 6.1016
C3 3.0708 -6.5368 5.2714
C4 2.5676 -6.2907 3.9927
C5 2.2015 -4.9794 3.6097
N1 2.0553 -4.4689 2.3241
C6 2.1361 -3.1130 2.4029
N2 2.3801 -2.7018 3.6441
C7 2.6887 -1.1132 4.0010
C8 1.6890 -0.3612 3.1616
C9 0.3370 -0.2452 3.4953
N3 -0.5414 0.7254 3.1087
C10 -1.9894 0.5296 3.1948
C11 -2.5490 -0.3341 2.1042
C12 -4.0242 -0.6128 2.2133
C13 -4.8624 -0.3333 1.1312
C14 -6.2410 -0.4726 1.2690
C15 -6.7742 -0.8787 2.4920
C16 -5.9297 -1.2629 3.5335
C17 -4.5473 -1.1261 3.3988
C18 -2.5175 1.9581 3.0759
O2 -3.7080 2.2594 3.0990
N4 -1.4517 2.8004 2.9891
C19 -1.6711 4.2099 2.8224
C20 -0.1719 2.1247 2.8123
C21 0.2741 2.2388 1.3437
C22 0.8701 2.6281 3.8354
C23 4.1007 -0.7907 3.5302
C24 5.0630 -1.7779 3.7123
C25 6.3698 -1.6822 3.2159
C26 6.7561 -0.4690 2.6355
C27 8.1372 -0.1655 2.3135
N5 9.2148 0.2200 2.0467
C28 5.8333 0.5639 2.4759
C29 4.4966 0.4322 2.9102
C30 2.4559 -3.8741 4.4279
C31 3.1032 -4.1125 5.6190
H1 4.3626 -5.0859 9.1797
H2 4.7868 -3.8928 7.8590
H3 3.0667 -4.0942 8.3421
H4 3.3140 -7.5665 5.5892
H5 2.5562 -7.0184 3.1771
H6 2.2303 -4.9554 1.4252
H7 1.7326 -2.4925 1.6215
H8 2.6003 -1.1610 5.1924
H9 2.1053 0.1282 2.1780
H10 -0.1701 -1.1857 3.8353
H11 -2.2156 0.1243 4.1999
H12 -2.3236 0.1578 1.1606
H13 -1.9555 -1.2444 2.0289
H14 -4.4259 0.0504 0.2098
H15 -6.8857 -0.2245 0.4258
H16 -7.8545 -0.9508 2.6061
H17 -6.3478 -1.6329 4.4693
H18 -3.8810 -1.3938 4.2211
H19 -2.7477 4.4003 2.8528
H20 -1.1730 4.7790 3.6090
H21 -1.3203 4.5635 1.8519
H22 -0.5711 1.9350 0.7041
H23 0.5672 3.2718 1.0920
H24 1.1342 1.5908 1.1488
H25 0.3842 2.6703 4.8210
H26 1.7333 1.9513 3.8623
H27 1.2446 3.6371 3.6017
H28 4.7636 -2.7666 4.1134
H29 7.0357 -2.5628 3.2697
H30 6.1665 1.5022 1.9976
H31 3.8018 1.2713 2.6815
H32 3.5264 -3.2655 6.1555

2.
Density functional theory data (ωB97M-V with the def2-TZVPD basis set) for C31H33AuN3OS2 as an isolated structure at a distorted geometry.

Values from the calculation:
Strongest force on any atom, eV Å⁻¹: 1.11
Energy relative to the best compared isomer or geometry (same formula, charge and spin), eV: 1.131
Net charge: -1
Electronic energy, eV: -64563.263

Cartesian coordinates (Å):
Au1 1.8784 0.2266 -0.5289
S1 6.2580 -0.4947 -1.6582
C1 6.2160 1.0578 -0.9335
C2 4.9574 1.4105 -0.5507
C3 3.9700 0.4183 -0.8405
C4 4.5459 -0.6640 -1.4363
C5 3.7856 -1.8388 -1.8609
C6 4.3545 -2.9605 -2.4568
C7 3.5305 -4.0143 -2.8123
C8 2.1698 -3.9259 -2.5737
C9 1.6767 -2.7732 -1.9786
N1 2.4648 -1.7651 -1.6266
H1 7.1257 1.6294 -0.8304
H2 4.7355 2.3583 -0.0787
H3 5.4209 -3.0000 -2.6346
H4 3.9518 -4.8983 -3.2759
H5 1.4924 -4.7238 -2.8436
H6 0.6264 -2.6313 -1.7762
C10 -2.0061 3.0968 -3.3448
C11 -1.0924 2.6069 -2.2288
N2 -1.6377 1.4702 -1.5082
C12 -2.5245 1.7373 -0.3786
C13 -4.0028 1.5543 -0.6977
C14 -1.2902 0.2022 -1.8044
S2 -0.1936 -0.1675 -3.0549
N3 -1.9310 -0.7709 -1.1086
C15 -1.2600 -1.5972 -0.3330
O1 -0.0994 -1.4428 0.1121
C16 -2.0146 -2.8363 0.0896
C17 -3.2195 -3.1915 -0.5089
C18 -3.8818 -4.3465 -0.1203
C19 -3.3472 -5.1572 0.8738
C20 -2.1444 -4.8078 1.4731
C21 -1.4808 -3.6542 1.0790
H7 -1.5361 3.9209 -3.8865
H8 -2.9635 3.4483 -2.9555
H9 -2.1906 2.2835 -4.0477
H10 -0.9106 3.4022 -1.5008
H11 -0.1336 2.3033 -2.6436
H12 -2.3301 2.7614 -0.0546
H13 -2.2379 1.0849 0.4427
H14 -4.3289 2.2306 -1.4899
H15 -4.5998 1.7564 0.1951
H16 -4.1865 0.5283 -1.0136
H17 -3.6152 -2.5439 -1.2803
H18 -4.8175 -4.6185 -0.5944
H19 -3.8652 -6.0592 1.1777
H20 -1.7222 -5.4375 2.2475
H21 -0.5359 -3.3643 1.5208
C22 1.8834 3.4032 2.3115
C23 1.3122 2.0166 1.9733
C24 2.2444 0.9683 2.6010
C25 1.1630 1.8007 0.4862
C26 -0.1127 1.8445 2.5204
C27 -0.9056 2.9267 2.8913
C28 -2.2104 2.7441 3.3402
C29 -2.7507 1.4719 3.4198
C30 -1.9751 0.3820 3.0381
C31 -0.6779 0.5674 2.5918
H22 2.9322 3.4382 2.0104
H23 1.8258 3.6196 3.3823
H24 1.3637 4.1944 1.7678
H25 3.2652 1.1348 2.2520
H26 1.9659 -0.0430 2.3091
H27 2.2256 1.0398 3.6925
H28 0.9837 2.7263 -0.0677
H29 -0.5104 3.9328 2.8400
H30 -2.8032 3.6062 3.6235
H31 -3.7695 1.3276 3.7587
H32 -2.3911 -0.6184 3.0605
H33 -0.1188 -0.2871 2.2373